Density functional theory data (wB97M-V/def2-TZVPD) for a structure of composition C52H46N5OP2S3V.

Cartesian coordinates (Å):
V (0.01, 0.67, -0.14)
C (0.72, -1.39, -6.36)
C (0.00, -0.88, -5.14)
C (-1.00, -1.63, -4.53)
C (-1.58, -1.21, -3.35)
C (-1.20, -0.02, -2.71)
N (-1.67, 0.34, -1.44)
C (-2.94, 0.79, -1.34)
C (-3.80, 0.97, -2.45)
C (-5.09, 1.45, -2.34)
C (-5.62, 1.84, -1.11)
C (-6.99, 2.45, -0.99)
C (-4.80, 1.69, -0.01)
C (-3.52, 1.16, -0.09)
N (-2.83, 0.97, 1.14)
C (-3.42, 0.72, 2.34)
C (-2.48, 0.91, 3.32)
C (-1.32, 1.27, 2.63)
N (-1.52, 1.29, 1.32)
C (-0.24, 0.75, -3.37)
C (0.37, 0.31, -4.54)
N (0.13, 2.03, -2.88)
C (0.39, 3.13, -3.63)
C (0.66, 4.16, -2.77)
C (0.54, 3.60, -1.49)
N (0.20, 2.32, -1.57)
H (0.07, -2.04, -6.95)
H (1.61, -1.96, -6.09)
H (1.04, -0.56, -7.00)
H (-1.32, -2.57, -4.97)
H (-2.34, -1.81, -2.86)
H (-3.43, 0.71, -3.43)
H (-5.69, 1.56, -3.24)
H (-7.64, 2.13, -1.81)
H (-6.96, 3.55, -1.02)
H (-7.48, 2.17, -0.06)
H (-5.15, 2.02, 0.96)
H (-4.45, 0.41, 2.39)
H (-2.60, 0.76, 4.38)
H (-0.32, 1.48, 2.99)
H (1.17, 0.90, -4.97)
H (0.34, 3.08, -4.70)
H (0.92, 5.18, -3.02)
H (0.68, 4.04, -0.52)
S (1.88, -0.58, -0.99)
P (1.47, -2.69, 0.91)
C (1.63, -0.90, 0.81)
P (2.50, 0.25, 1.80)
S (1.98, 2.13, 1.35)
C (2.12, 0.00, 3.55)
C (0.92, -0.61, 3.93)
C (0.57, -0.69, 5.27)
C (1.40, -0.17, 6.24)
C (2.59, 0.44, 5.88)
C (2.94, 0.54, 4.54)
C (4.31, 0.09, 1.66)
C (4.92, 0.66, 0.54)
C (6.26, 0.40, 0.26)
C (7.01, -0.41, 1.11)
C (6.41, -0.95, 2.24)
C (5.07, -0.71, 2.51)
C (2.99, -3.47, 0.22)
C (4.18, -2.83, -0.11)
C (5.26, -3.55, -0.61)
C (5.16, -4.92, -0.80)
C (3.97, -5.57, -0.50)
C (2.89, -4.85, 0.00)
C (1.73, -3.31, 2.64)
C (0.62, -3.78, 3.34)
C (0.75, -4.29, 4.62)
C (2.00, -4.34, 5.23)
C (3.12, -3.90, 4.53)
C (2.98, -3.40, 3.24)
H (0.25, -0.99, 3.17)
H (-0.37, -1.17, 5.54)
H (1.12, -0.24, 7.29)
H (3.25, 0.86, 6.63)
H (3.85, 1.04, 4.26)
H (4.33, 1.28, -0.12)
H (6.71, 0.83, -0.62)
H (8.05, -0.61, 0.89)
H (6.99, -1.58, 2.91)
H (4.61, -1.16, 3.38)
H (4.26, -1.76, 0.02)
H (6.18, -3.03, -0.85)
H (6.00, -5.48, -1.20)
H (3.87, -6.64, -0.65)
H (1.96, -5.36, 0.23)
H (-0.36, -3.71, 2.88)
H (-0.12, -4.63, 5.16)
H (2.11, -4.73, 6.23)
H (4.10, -3.96, 4.99)
H (3.86, -3.10, 2.69)
C (-3.53, -2.45, -0.23)
S (-1.84, -2.52, 0.41)
O (-2.02, -2.59, 1.89)
C (-1.49, -4.17, -0.18)
C (-0.79, -4.31, -1.36)
C (-0.47, -5.59, -1.81)
C (-0.83, -6.70, -1.06)
C (-1.50, -6.54, 0.14)
C (-1.84, -5.27, 0.59)
H (-4.11, -3.21, 0.30)
H (-3.53, -2.64, -1.30)
H (-3.91, -1.45, -0.04)
H (-0.45, -3.43, -1.89)
H (0.09, -5.71, -2.73)
H (-0.55, -7.69, -1.40)
H (-1.76, -7.41, 0.74)
H (-2.33, -5.11, 1.55)

## Properties
Spin multiplicity: 4
Largest force on an atom (eV Å⁻¹): 0.881
Gap between HOMO and LUMO (alpha / beta) (eV): 5.70 / 6.13
<S²>: 3.764
Net charge: -1
HOMO energy (alpha / beta) (eV): -3.258 / -3.690

These are the Mulliken partial charges, in e, on atoms 1 to 99: 0.504 -1.647 0.569 -1.020 0.294 -1.062 1.792 0.667 -1.130 -1.318 0.416 -1.578 -0.382 0.198 0.583 -0.171 -1.533 -0.591 -0.464 -0.074 -0.335 0.244 -0.143 -1.447 -0.451 0.369 0.399 0.256 0.383 0.370 0.384 0.430 0.338 0.382 0.281 0.361 0.590 0.511 0.460 0.980 0.577 0.523 0.401 0.482 -0.416 0.648 -0.489 2.077 -0.686 0.473 -0.313 -1.246 -0.747 -0.763 -0.514 0.125 -0.759 -0.630 -0.578 -0.757 -0.257 0.161 0.630 -0.828 -0.655 -0.667 -0.690 0.016 -0.312 -0.564 -0.684 -0.529 -0.424 0.877 0.557 0.400 0.389 0.511 0.360 0.397 0.370 0.404 0.531 0.104 0.466 0.348 0.411 0.309 -0.002 0.439 0.349 0.423 0.646 -1.365 1.646 -0.856 -0.009 -0.263 -0.779



Density functional theory data (wB97M-V/def2-TZVPD) for a structure of composition C80H76BrN8PbSbSi.

Cartesian coordinates (Å):
Pb (-1.52, -0.54, 1.13)
C (6.00, -3.89, 5.40)
C (5.43, -4.61, 4.35)
C (4.23, -4.21, 3.81)
C (3.57, -3.08, 4.29)
C (4.14, -2.36, 5.34)
C (5.35, -2.76, 5.88)
C (2.32, -2.63, 3.65)
C (1.24, -1.99, 4.41)
C (0.92, -2.17, 5.73)
C (-0.27, -1.47, 5.95)
C (-0.68, -0.85, 4.78)
N (0.30, -1.17, 3.81)
C (-1.88, 0.02, 4.81)
C (-2.44, 0.89, 3.93)
C (-3.43, 1.94, 4.22)
C (-3.43, 2.79, 3.18)
C (-2.46, 2.29, 2.20)
C (-1.88, 3.02, 1.13)
C (-2.29, 4.42, 0.86)
C (-2.22, 5.41, 1.84)
C (-2.57, 6.72, 1.55)
C (-2.98, 7.07, 0.27)
C (-3.03, 6.10, -0.72)
C (-2.70, 4.79, -0.42)
C (-0.59, 2.58, 0.74)
N (-0.24, 1.32, 0.79)
C (1.08, 1.25, 1.28)
C (1.42, 0.25, 2.11)
C (2.67, 0.39, 2.92)
C (2.61, 0.98, 4.18)
C (3.77, 1.21, 4.91)
C (5.00, 0.86, 4.38)
C (5.07, 0.26, 3.13)
C (3.91, 0.03, 2.41)
C (0.43, -0.89, 2.36)
C (1.42, -2.43, 0.53)
C (2.53, -3.05, 0.98)
C (2.08, -2.73, 2.35)
N (0.87, -2.18, 1.81)
C (1.65, 2.60, 1.11)
C (0.64, 3.42, 0.75)
N (-2.00, 1.10, 2.64)
C (-2.58, -0.02, 6.14)
C (-2.29, 0.92, 7.12)
C (-2.96, 0.89, 8.34)
C (-3.92, -0.07, 8.58)
C (-4.21, -1.02, 7.61)
C (-3.54, -0.99, 6.40)
H (6.94, -4.20, 5.83)
H (5.93, -5.50, 3.98)
H (3.78, -4.78, 3.00)
H (3.64, -1.47, 5.70)
H (5.78, -2.19, 6.69)
H (1.47, -2.77, 6.44)
H (-0.80, -1.41, 6.89)
H (-3.99, 2.03, 5.14)
H (-4.01, 3.69, 3.08)
H (-1.89, 5.14, 2.83)
H (-2.51, 7.48, 2.32)
H (-3.24, 8.10, 0.04)
H (-3.35, 6.36, -1.72)
H (-2.76, 4.03, -1.19)
H (1.64, 1.26, 4.58)
H (3.70, 1.67, 5.88)
H (5.91, 1.04, 4.95)
H (6.03, -0.03, 2.72)
H (3.96, -0.45, 1.44)
H (0.99, -2.16, -0.43)
H (3.30, -3.67, 0.55)
H (2.67, 2.88, 1.34)
H (0.67, 4.49, 0.62)
H (-1.53, 1.67, 6.92)
H (-2.73, 1.64, 9.09)
H (-4.45, -0.09, 9.53)
H (-4.96, -1.77, 7.79)
H (-3.76, -1.73, 5.63)
N (-0.86, -5.12, -1.51)
C (-0.44, -4.49, -2.66)
C (-0.87, -3.21, -2.55)
N (-1.54, -3.03, -1.36)
C (-1.52, -4.19, -0.76)
C (-2.13, -4.48, 0.53)
N (-2.61, -3.58, 1.34)
C (-3.06, -4.26, 2.44)
C (-2.83, -5.59, 2.30)
N (-2.23, -5.73, 1.07)
H (-0.68, -6.08, -1.28)
H (0.12, -5.01, -3.42)
H (-0.73, -2.40, -3.24)
H (-3.50, -3.74, 3.28)
H (-3.03, -6.44, 2.94)
H (-1.93, -6.60, 0.66)
C (-6.85, 3.11, -0.61)
C (-6.74, 1.81, -0.13)
C (-5.76, 0.97, -0.62)
C (-4.87, 1.40, -1.60)
C (-4.99, 2.70, -2.08)
C (-5.97, 3.55, -1.59)
Sb (-3.34, 0.01, -2.18)
C (-4.65, -1.14, -3.41)
C (-5.52, -0.56, -4.33)
C (-6.41, -1.34, -5.05)
C (-6.45, -2.72, -4.86)
C (-5.59, -3.31, -3.94)
C (-4.69, -2.52, -3.22)
C (-2.46, 1.25, -3.69)
C (-2.52, 0.99, -5.06)
C (-1.92, 1.86, -5.97)
C (-1.24, 2.98, -5.52)
C (-1.14, 3.23, -4.15)
C (-1.74, 2.36, -3.25)
H (-7.61, 3.78, -0.23)
H (-7.43, 1.46, 0.64)
H (-5.69, -0.04, -0.22)
H (-4.31, 3.06, -2.85)
H (-6.05, 4.56, -1.98)
H (-5.51, 0.51, -4.48)
H (-7.08, -0.88, -5.76)
H (-7.15, -3.32, -5.41)
H (-5.62, -4.38, -3.78)
H (-4.02, -2.99, -2.51)
H (-3.06, 0.13, -5.43)
H (-1.98, 1.65, -7.03)
H (-0.78, 3.66, -6.23)
H (-0.60, 4.09, -3.79)
H (-1.63, 2.56, -2.19)
C (2.09, -0.81, -6.05)
C (2.62, 0.48, -5.40)
C (1.45, 1.47, -5.46)
C (3.76, 1.03, -6.26)
Si (3.20, 0.14, -3.61)
Br (1.26, -0.11, -2.46)
C (4.09, 1.62, -2.78)
C (3.35, 2.93, -3.08)
C (4.14, 1.48, -1.25)
C (5.54, 1.75, -3.29)
C (4.12, -1.53, -3.41)
C (3.17, -2.73, -3.49)
C (5.20, -1.69, -4.49)
C (4.81, -1.63, -2.04)
H (1.70, -0.57, -7.04)
H (1.28, -1.25, -5.47)
H (2.87, -1.57, -6.19)
H (1.15, 1.58, -6.51)
H (1.71, 2.46, -5.09)
H (0.58, 1.12, -4.91)
H (3.41, 1.14, -7.29)
H (4.64, 0.38, -6.29)
H (4.09, 2.01, -5.92)
H (2.30, 2.89, -2.78)
H (3.41, 3.20, -4.13)
H (3.83, 3.73, -2.51)
H (3.15, 1.30, -0.82)
H (4.52, 2.41, -0.83)
H (4.80, 0.68, -0.91)
H (5.59, 1.92, -4.36)
H (6.14, 0.86, -3.07)
H (6.02, 2.60, -2.79)
H (2.61, -2.78, -4.42)
H (2.45, -2.73, -2.67)
H (3.76, -3.65, -3.41)
H (4.78, -1.79, -5.49)
H (5.79, -2.59, -4.28)
H (5.90, -0.85, -4.51)
H (4.10, -1.52, -1.21)
H (5.61, -0.90, -1.91)
H (5.27, -2.62, -1.95)

## Properties
Spin multiplicity: 1
Largest force on an atom (eV Å⁻¹): 0.520
Gap between HOMO and LUMO (eV): 5.83
Net charge: 0
HOMO energy (eV): -6.139
Energy relative to the best compared isomer or geometry (same formula, charge and spin) (kcal per mole): 7.3

These are the Mulliken partial charges, in e, on atoms 1 to 99: 1.839 -0.530 -0.822 -0.597 0.355 0.118 -1.156 1.248 -0.041 -1.307 -1.077 0.703 0.950 0.632 0.139 -1.651 -1.305 0.493 0.896 -1.258 -0.083 -0.867 -0.566 -0.893 0.156 0.058 0.682 0.349 0.630 0.057 0.217 -0.959 -0.645 -1.056 0.231 -1.171 -0.284 -1.287 -0.760 0.168 -0.898 -1.871 0.364 -1.210 0.477 -0.973 -0.404 -0.838 0.323 0.397 0.410 0.498 0.615 0.418 0.699 0.648 0.541 0.796 0.492 0.404 0.399 0.473 0.334 0.454 0.404 0.410 0.480 0.589 0.227 0.531 0.810 0.758 0.433 0.392 0.371 0.389 0.475 -0.053 -1.229 -0.361 0.553 0.165 -0.196 0.041 -0.282 -0.860 -0.061 0.186 0.507 0.618 0.373 0.439 0.158 -0.614 -0.579 -0.852 0.678 -0.338 -0.428



Density functional theory data (wB97M-V/def2-TZVPD) for a cluster of 6 separate species, C43H95Cl2IN2O12P in total.

Cartesian coordinates (Å):
C (-1.77, -0.09, 9.75)
C (-2.13, 0.86, 8.53)
O (-1.06, 0.93, 7.52)
C (-1.53, 1.89, 6.57)
C (-0.77, 1.84, 5.16)
O (-1.53, 1.26, 4.08)
N (-1.79, -0.07, 4.17)
P (-0.71, -1.21, 5.08)
O (-1.26, -2.83, 4.92)
I (1.54, -1.27, 4.01)
C (-3.15, -0.42, 4.75)
C (-4.24, 0.20, 3.71)
C (-4.70, 1.71, 4.02)
C (-5.60, 1.83, 5.33)
C (-5.42, -0.74, 3.23)
Cl (-5.70, -0.93, 1.43)
C (-6.29, -1.44, 4.06)
C (-7.50, -2.35, 3.54)
Cl (-6.10, -1.38, 5.87)
O (-3.34, 0.34, 2.55)
C (-2.10, -0.40, 2.68)
O (-1.01, 0.18, 2.02)
C (-1.40, 0.98, 0.88)
C (-2.10, 0.18, -0.30)
N (-2.68, 1.05, -1.36)
C (-4.07, 0.60, -1.71)
C (-3.97, -0.78, -2.52)
C (-5.05, -1.87, -2.05)
O (-4.19, -0.49, -3.93)
O (-2.52, -1.71, 2.38)
C (-1.51, -2.52, 1.72)
C (-2.30, -3.79, 1.11)
C (-3.55, -4.23, 2.00)
C (-1.33, -4.98, 0.70)
C (-2.02, -5.70, -0.57)
C (-1.15, -6.09, 1.83)
H (-0.99, 0.42, 10.40)
H (-1.33, -1.04, 9.31)
H (-2.74, -0.29, 10.30)
H (-3.03, 0.40, 7.99)
H (-2.34, 1.94, 8.83)
H (-1.31, 2.92, 7.03)
H (-2.67, 1.89, 6.43)
H (-0.64, 2.94, 4.88)
H (0.31, 1.46, 5.26)
H (-0.54, -3.43, 5.22)
H (-3.36, -0.11, 5.81)
H (-3.46, -1.51, 4.75)
H (-3.79, 2.37, 4.16)
H (-5.29, 2.08, 3.13)
H (-5.10, 1.25, 6.17)
H (-5.84, 2.89, 5.64)
H (-6.59, 1.29, 5.13)
H (-8.46, -1.73, 3.50)
H (-7.27, -2.87, 2.56)
H (-7.68, -3.13, 4.34)
H (-0.42, 1.38, 0.44)
H (-1.99, 1.92, 1.16)
H (-1.34, -0.53, -0.77)
H (-2.94, -0.50, 0.07)
H (-2.13, 0.85, -2.22)
H (-4.57, 1.41, -2.35)
H (-4.64, 0.53, -0.73)
H (-2.96, -1.29, -2.46)
H (-4.88, -2.12, -0.95)
H (-6.09, -1.47, -2.26)
H (-4.91, -2.86, -2.61)
H (-4.89, -1.07, -4.28)
H (-0.99, -2.04, 0.84)
H (-0.72, -2.95, 2.40)
H (-2.75, -3.39, 0.13)
H (-3.94, -5.21, 1.57)
H (-4.38, -3.47, 1.79)
H (-3.32, -4.28, 3.10)
H (-0.30, -4.61, 0.35)
H (-2.87, -6.37, -0.21)
H (-2.48, -4.95, -1.29)
H (-1.26, -6.28, -1.20)
H (-2.15, -6.54, 2.12)
H (-0.51, -6.97, 1.49)
H (-0.66, -5.55, 2.72)
C (-1.12, 1.71, -5.40)
C (0.02, 1.46, -4.43)
O (0.51, 0.13, -4.45)
C (1.04, -0.33, -5.68)
C (2.22, 0.49, -6.18)
H (-1.95, 1.03, -5.20)
H (-1.48, 2.74, -5.31)
H (-0.81, 1.55, -6.44)
H (-0.35, 1.64, -3.41)
H (0.84, 2.17, -4.59)
H (0.25, -0.38, -6.44)
H (1.37, -1.36, -5.52)
H (1.94, 1.53, -6.37)
H (2.61, 0.07, -7.11)
H (3.02, 0.49, -5.44)
C (-7.04, 1.75, 9.43)
C (-6.03, 1.83, 10.56)
O (-4.78, 2.39, 10.16)
C (-4.82, 3.71, 9.66)
C (-5.36, 4.73, 10.64)
H (-6.64, 1.15, 8.60)
H (-7.97, 1.28, 9.78)
H (-7.30, 2.73, 9.04)
H (-5.82, 0.82, 10.92)
H (-6.44, 2.38, 11.41)
H (-5.38, 3.74, 8.71)
H (-3.78, 3.98, 9.41)
H (-6.40, 4.52, 10.92)
H (-5.33, 5.73, 10.22)
H (-4.77, 4.72, 11.56)
C (7.42, -0.83, -10.03)
C (6.01, -0.27, -9.97)
O (5.42, -0.35, -8.68)
C (6.09, 0.35, -7.64)
C (6.21, 1.84, -7.89)
H (7.44, -1.87, -9.71)
H (7.81, -0.78, -11.05)
H (8.11, -0.28, -9.39)
H (5.37, -0.86, -10.64)
H (5.98, 0.76, -10.34)
H (7.08, -0.10, -7.46)
H (5.51, 0.18, -6.74)
H (6.80, 2.06, -8.79)
H (6.70, 2.33, -7.04)
H (5.22, 2.28, -8.03)
C (2.76, -1.54, -2.63)
C (3.89, -1.78, -1.65)
O (4.39, -3.12, -1.67)
C (4.92, -3.57, -2.90)
C (6.10, -2.75, -3.40)
H (1.93, -2.23, -2.43)
H (2.40, -0.52, -2.55)
H (3.07, -1.71, -3.67)
H (3.53, -1.60, -0.64)
H (4.71, -1.08, -1.82)
H (4.13, -3.63, -3.66)
H (5.25, -4.60, -2.73)
H (5.82, -1.71, -3.59)
H (6.49, -3.17, -4.33)
H (6.90, -2.74, -2.65)
C (11.64, 3.07, -8.75)
C (10.23, 3.63, -8.69)
O (9.64, 3.55, -7.40)
C (10.32, 4.25, -6.36)
C (10.44, 5.74, -6.60)
H (11.65, 2.02, -8.42)
H (12.03, 3.12, -9.77)
H (12.33, 3.62, -8.10)
H (9.59, 3.05, -9.35)
H (10.20, 4.66, -9.06)
H (11.30, 3.79, -6.17)
H (9.73, 4.08, -5.45)
H (11.02, 5.96, -7.49)
H (10.93, 6.22, -5.75)
H (9.45, 6.19, -6.74)

## Properties
Spin multiplicity: 1
Largest force on an atom (eV Å⁻¹): 4.619
Gap between HOMO and LUMO (eV): 7.37
Net charge: +1
HOMO energy (eV): -10.610

These are the Mulliken partial charges, in e, on atoms 1 to 99: -1.143 0.463 -0.425 -0.121 -0.717 -0.275 1.406 -0.117 -0.431 -0.035 -0.744 0.397 -0.424 -0.835 -0.304 -0.179 0.421 -1.187 -0.110 -0.183 -0.866 -0.184 -0.916 0.836 -0.312 -0.556 0.866 -1.186 -0.491 0.652 -0.371 1.399 -0.967 0.115 -1.171 -1.133 0.327 0.287 0.303 -0.047 0.089 0.487 0.190 0.417 0.238 0.399 -0.043 0.460 0.233 0.422 -0.009 0.371 0.321 0.294 0.332 0.373 0.383 0.186 0.157 -0.358 0.103 0.433 0.094 -0.060 -0.023 0.441 0.412 0.331 0.011 -0.012 -0.526 0.505 0.007 0.166 0.368 0.268 0.255 0.382 0.244 0.411 0.190 -1.230 -0.357 -0.284 -0.633 -0.964 0.262 0.413 0.377 0.292 0.390 0.387 0.355 0.289 0.440 0.278 -0.871 -0.398 -0.392



Density functional theory data (wB97M-V/def2-TZVPD) for a cluster of 2 separate species, C3H8NO in total.

Cartesian coordinates (Å):
C (0.00, -0.43, -0.22)
C (0.91, -1.05, 0.59)
C (-2.31, 0.14, -0.51)
N (-1.08, 0.09, 0.24)
H (2.19, 0.94, -0.26)
H (0.87, -1.16, 1.67)
H (1.49, -1.84, 0.12)
H (-2.35, -0.70, -1.21)
H (-2.33, 1.03, -1.16)
H (-0.97, 0.78, 0.99)
H (-3.23, 0.05, 0.07)
H (3.75, 1.26, -0.44)
O (3.06, 0.88, 0.11)

## Properties
Spin multiplicity: 1
Largest force on an atom (eV Å⁻¹): 4.212
Gap between HOMO and LUMO (eV): 7.16
Net charge: +1
HOMO energy (eV): -14.992
Energy relative to the best compared isomer or geometry (same formula, charge and spin) (kcal per mole): 109.5

Charges obtained by Mulliken population analysis, quoted in units of e: 0.241 -0.468 -0.698 0.012 0.317 0.270 0.273 0.339 0.332 0.333 0.312 0.336 -0.600